7 unconnected molecules or ions with the total composition C14H42O7 at a distorted geometry. Source: OMol25; level of theory: ωB97M-V/def2-TZVPD.

ORCA input file:
```
! RIJCOSX wB97M-V def2-TZVPD def2/J DEFGRID3
* xyz 0 1
O 1.435 -6.307 -1.841
O -0.991 2.365 1.914
O -4.636 0.262 -2.705
O 1.230 1.150 -1.121
O -0.305 -2.403 4.237
O 0.996 3.504 0.439
O 3.209 -0.608 -1.810
C 0.220 0.483 -0.620
C -4.604 1.277 -1.761
C 1.563 -4.895 -2.221
C 5.242 -1.595 -1.347
C 2.140 3.882 1.140
C -0.371 -1.222 3.419
C -1.738 -1.358 2.727
C 4.352 -0.508 -0.909
C 3.178 2.756 1.048
C 0.120 -1.029 -1.029
C 0.567 -4.367 -3.218
C -3.443 2.268 2.100
C -2.146 3.120 1.729
C -5.911 1.278 -0.957
H 2.673 -4.900 -2.735
H -6.001 2.203 -0.245
H 0.602 -4.952 -4.169
H -5.752 0.177 -0.337
H 6.035 -1.527 -0.757
H 1.261 2.059 -0.575
H 5.061 -2.489 -1.210
H -4.204 2.630 1.542
H -2.719 -1.185 3.366
H -3.746 0.419 -3.172
H 1.796 -4.183 -1.315
H -0.865 0.872 -0.547
H -3.551 1.257 1.565
H -0.338 2.694 1.392
H -0.536 -4.543 -2.727
H 0.047 -1.269 -2.026
H 0.552 0.628 0.350
H -3.677 1.284 -0.951
H 3.953 3.020 1.826
H 0.796 -3.340 -3.381
H 0.301 -1.224 2.795
H 2.622 0.112 -1.533
H -2.000 -0.437 2.307
H -1.824 -2.221 1.965
H 5.627 -1.582 -2.288
H -0.321 -0.258 3.809
H -2.035 4.216 1.869
H 4.106 -0.740 0.026
H 1.895 4.074 2.063
H 1.150 -1.299 -0.663
H -3.416 2.157 3.206
H 3.422 2.695 0.123
H 2.430 4.702 0.900
H 1.651 -6.492 -1.042
H -0.579 -1.470 -0.534
H 0.453 4.237 0.138
H -6.775 1.141 -1.534
H 0.527 -2.370 4.597
H -4.363 2.289 -2.108
H -2.262 3.324 0.640
H 5.017 0.438 -0.932
H 2.851 1.801 1.093
*
```

SMILES string ... CCO.CCO.CCO.CCO.CCO.CCO.CCO
E_LUMO ... -0.0011 hartree
E ... -1084.78772 a.u.
HOMO ... -9.48 eV
Frontier orbital gap ... 9.4 eV

=====

3 unconnected molecules or ions with the total composition C4H7F3N5 at a distorted geometry. Source: OMol25; level of theory: ωB97M-V/def2-TZVPD.

ORCA input file:
```
! RIJCOSX wB97M-V def2-TZVPD def2/J DEFGRID3
* xyz 1 1
F -1.263 -0.770 1.082
F -1.097 -0.747 -0.944
F -3.112 -0.518 0.075
N 1.439 1.388 -0.259
N 0.552 2.200 -0.290
N 0.552 -3.419 -0.580
N 2.725 1.593 0.080
N 1.518 -1.249 -0.270
C -2.373 2.134 0.786
C 1.086 -2.301 -0.393
C -1.657 1.322 0.136
C -1.767 -0.148 0.019
H -1.981 2.987 1.284
H 1.631 0.001 -0.296
H 0.114 -3.589 -1.558
H -3.399 1.750 1.088
H 0.636 -4.190 0.024
H 2.965 2.616 -0.016
H 3.429 0.940 0.035
*
```

E_LUMO (alpha / beta) ... -0.1786 / -0.1510 hartree
E ... -729.49906 a.u.
HOMO (alpha / beta) ... -12.65 / -13.62 eV
Frontier orbital gap (alpha / beta) ... 7.8 / 9.5 eV

=====

C6H7NO in the gas phase at a distorted geometry. Source: OMol25; level of theory: ωB97M-V/def2-TZVPD.

ORCA input file:
```
! RIJCOSX wB97M-V def2-TZVPD def2/J DEFGRID3
* xyz 0 1
O 0.604 1.470 0.054
N 3.577 -0.335 -0.247
C -0.790 1.354 -0.330
C 0.118 -0.724 -0.320
C -1.075 -1.451 0.001
C 1.085 0.178 0.347
C 2.551 0.012 0.160
C -1.163 0.085 0.178
H -1.157 0.335 1.311
H -1.262 -1.868 0.985
H -1.519 -2.070 -0.910
H 0.955 -0.060 1.398
H -0.870 1.363 -1.395
H -1.286 2.208 0.151
H 0.233 -0.496 -1.384
*
```

SMILES string ... N#C[C@H]1OC[C@H]2C[C@@H]21
E_LUMO ... 0.0270 hartree
E ... -362.64790 a.u.
HOMO ... -9.57 eV
Frontier orbital gap ... 10.3 eV